i.
Here is C11H19CoN3O6P as an isolated structure from the Open Molecules 2025 dataset. Energies are from ωB97M-V with the def2-TZVPD basis set.

Values from the calculation:
**Multiplicity**: 4
**<S²>**: 3.774
**Net charge**: +1
**Highest occupied orbital energy (spin up / spin down)**: -10.672 / -11.071 eV

Element x y z (Å)
O  -0.582  -1.533  -2.230
C  0.385  -2.167  -2.301
Co  3.767  0.002  -2.748
C  3.077  1.383  -1.964
O  2.616  2.326  -1.471
C  5.114  0.888  -3.546
O  6.000  1.375  -4.122
C  2.212  -0.109  -3.590
O  1.197  -0.028  -4.149
C  4.012  -0.868  -1.246
O  4.131  -1.450  -0.252
H  1.541  -2.187  -2.181
C  -2.872  -0.064  -0.588
N  -1.624  0.664  -0.391
C  -1.252  1.544  -1.498
P  -0.476  0.201  0.742
O  0.886  0.528  0.331
N  -1.168  0.934  2.166
C  -0.337  0.772  3.359
C  -1.629  2.312  2.012
N  -0.691  -1.408  1.163
C  -1.839  -1.848  1.968
C  0.459  -2.315  1.110
H  -3.420  0.393  -1.422
H  -3.518  -0.110  0.302
H  -2.641  -1.090  -0.905
H  -0.196  1.818  -1.436
H  -1.435  1.026  -2.447
H  -1.849  2.470  -1.501
H  0.699  1.129  3.240
H  -0.817  1.304  4.186
H  -0.286  -0.279  3.640
H  -0.822  3.059  1.920
H  -2.291  2.371  1.149
H  -2.232  2.556  2.888
H  -1.525  -2.735  2.532
H  -2.178  -1.031  2.637
H  -2.666  -2.147  1.308
H  0.136  -3.271  0.679
H  1.299  -1.916  0.516
H  0.812  -2.501  2.138


ii.
Here is C11H19CoN3O6P as an isolated structure from the Open Molecules 2025 dataset. Energies are from ωB97M-V with the def2-TZVPD basis set.

Values from the calculation:
**Multiplicity**: 4
**<S²>**: 3.791
**Net charge**: +1
**Highest occupied orbital energy (spin up / spin down)**: -11.376 / -11.985 eV

Element x y z (Å)
O  -0.010  3.008  -0.086
C  -0.008  1.863  -0.007
Co  0.014  0.031  -0.261
C  0.014  -1.867  -0.080
O  0.019  -3.007  -0.136
C  -0.004  -0.047  -2.128
O  -0.087  -0.996  -2.846
C  1.842  0.027  -0.245
O  2.979  0.035  -0.400
C  -1.847  -0.013  -0.252
O  -2.983  -0.016  -0.376
H  0.089  1.016  -2.535
C  2.737  1.785  3.919
N  2.074  0.908  2.973
C  2.918  -0.299  2.729
P  0.417  0.755  3.096
O  -0.051  -0.158  2.019
N  -0.066  -0.174  4.460
C  -1.494  -0.542  4.462
C  0.722  -1.372  4.745
N  -0.500  2.150  3.083
C  -0.470  2.945  4.300
C  -1.884  2.134  2.522
H  3.845  1.754  3.838
H  2.498  1.433  4.937
H  2.430  2.835  3.817
H  2.394  -1.057  2.130
H  3.876  -0.058  2.214
H  3.198  -0.742  3.700
H  -1.729  -1.202  3.604
H  -1.750  -1.122  5.373
H  -2.163  0.333  4.436
H  0.799  -2.014  3.847
H  1.735  -1.134  5.108
H  0.239  -2.004  5.521
H  -0.990  3.918  4.188
H  -1.016  2.385  5.078
H  0.547  3.152  4.653
H  -2.090  2.953  1.796
H  -2.096  1.179  2.022
H  -2.612  2.268  3.347


Relative energies in kJ/mol: i 98.3; ii 0.0


i.
Here is a 2-piece molecular cluster, C9H14O overall from the Open Molecules 2025 dataset. Energies are from ωB97M-V with the def2-TZVPD basis set.

Values from the calculation:
**Multiplicity**: 2
**<S²>**: 0.767
**Net charge**: +1
**Highest occupied orbital energy (spin up / spin down)**: -14.020 / -14.021 eV

Element x y z (Å)
C  -3.775  0.328  0.914
C  -3.489  0.878  -0.545
H  -4.594  1.036  1.229
H  -4.376  -0.580  0.947
H  -2.743  0.335  1.532
H  -3.983  0.386  -1.244
H  -3.590  1.755  -0.695
H  -2.297  0.738  -0.905
C  1.833  1.321  2.294
C  0.851  -0.744  1.212
C  1.592  0.421  1.053
C  0.357  -1.343  0.031
C  1.825  0.881  -0.180
C  0.794  -0.906  -1.267
C  1.610  0.190  -1.359
O  0.126  -1.438  -2.275
H  0.537  -1.171  2.078
H  -0.414  -2.080  -0.041
H  1.715  0.536  3.093
H  0.880  1.912  2.436
H  2.499  1.853  -0.371
H  2.152  0.492  -2.238
H  0.903  -1.606  -2.873
H  2.720  1.738  2.332


ii.
Here is a 2-piece molecular cluster, C9H14O overall from the Open Molecules 2025 dataset. Energies are from ωB97M-V with the def2-TZVPD basis set.

Values from the calculation:
**Multiplicity**: 2
**<S²>**: 0.766
**Net charge**: +1
**Highest occupied orbital energy (spin up / spin down)**: -14.153 / -14.778 eV

Element x y z (Å)
C  -1.900  -2.467  1.172
C  1.196  -1.015  -0.370
C  -0.007  -1.640  -0.329
C  1.620  -0.229  0.711
C  -0.730  -1.572  0.895
C  0.867  -0.090  1.892
C  -0.357  -0.714  1.959
O  2.733  0.525  0.727
H  1.751  -0.995  -1.296
H  -0.598  -2.087  -1.125
H  3.167  0.566  -0.143
H  1.211  0.509  2.732
H  -2.300  -2.979  0.308
H  -2.835  -1.933  1.410
H  -0.918  -0.692  2.863
H  -1.601  -3.126  1.989
C  -0.806  1.843  -1.747
C  0.523  2.671  -1.633
H  -1.585  2.197  -1.080
H  -1.262  1.971  -2.730
H  -0.628  0.830  -1.432
H  0.500  3.542  -2.300
H  0.657  2.915  -0.581
H  1.303  1.971  -1.892


Relative energies in kJ/mol: i 342.6; ii 0.0